Molecular formula: C34H37BaIN5O3P2S
Method: DFT, the ωB97M-V functional and the def2-TZVPD basis

Values from the calculation:
* energy relative to the best compared isomer or geometry (same formula, charge and spin): 20.7 kcal/mol
* frontier orbital gap: 7.868 eV
* lowest unoccupied orbital energy: -2.23 eV
* E: -3221.43832 Eh

```
! wB97M-V def2-TZVPD RIJCOSX def2/J DEFGRID3
* xyz 1 1
Ba 0.08 0.78 -1.02
O 0.68 0.35 1.52
P -0.52 0.08 2.37
C -2.02 -0.15 1.32
P -2.17 -1.50 0.04
O -1.98 -0.89 -1.33
C -3.81 -2.14 0.34
C -4.32 -2.39 1.61
C -5.60 -2.90 1.75
C -6.37 -3.16 0.62
C -5.86 -2.92 -0.65
C -4.58 -2.41 -0.79
C -0.94 -2.78 0.33
C 0.35 -2.72 -0.24
C 1.25 -3.74 0.02
C 0.90 -4.83 0.80
C -0.38 -4.90 1.34
C -1.28 -3.88 1.11
C -0.97 1.47 3.41
C -1.13 2.71 2.79
C -1.45 3.82 3.54
C -1.60 3.71 4.92
C -1.42 2.49 5.54
C -1.10 1.37 4.79
C -0.42 -1.41 3.35
C -1.49 -1.88 4.10
C -1.36 -3.05 4.84
C -0.15 -3.73 4.84
C 0.92 -3.26 4.10
C 0.80 -2.10 3.36
H -2.25 0.81 0.84
H -2.85 -0.30 2.01
H -3.73 -2.20 2.50
H -6.01 -3.09 2.73
H -7.38 -3.55 0.73
H -6.47 -3.12 -1.52
H -4.18 -2.22 -1.78
H 0.71 -1.94 -0.89
H 2.24 -3.69 -0.42
H 1.61 -5.63 0.98
H -0.67 -5.75 1.94
H -2.28 -3.96 1.52
H -1.00 2.82 1.72
H -1.58 4.78 3.05
H -1.84 4.59 5.50
H -1.51 2.41 6.62
H -0.94 0.42 5.29
H -2.43 -1.33 4.13
H -2.19 -3.41 5.43
H -0.05 -4.64 5.42
H 1.87 -3.79 4.11
H 1.62 -1.72 2.77
I 0.17 3.66 -2.45
N 2.76 0.46 -1.12
C 3.62 1.22 -1.25
N 4.63 2.05 -1.41
C 4.75 3.15 -0.44
C 3.99 4.37 -0.96
O 4.46 4.72 -2.25
C 4.22 3.68 -3.18
C 4.98 2.43 -2.79
H 5.81 3.38 -0.33
H 4.36 2.82 0.52
H 4.16 5.23 -0.32
H 2.91 4.16 -1.00
H 4.55 4.05 -4.16
H 3.14 3.46 -3.23
H 6.06 2.61 -2.81
H 4.75 1.59 -3.45
C 2.23 3.13 -6.76
C 2.73 1.93 -5.95
C 1.65 1.22 -5.21
N 1.81 0.57 -4.11
N 0.64 0.01 -3.63
C -0.37 0.25 -4.42
N -1.63 -0.24 -4.21
S 0.01 1.20 -5.80
H 3.06 3.62 -7.26
H 1.74 3.85 -6.11
H 1.52 2.82 -7.53
H 3.46 2.27 -5.21
H 3.24 1.22 -6.60
H -1.82 -0.64 -3.30
H -2.39 0.26 -4.63
*
```

=====

Molecular formula: C34H37CdFN9O10S
Method: DFT, the ωB97M-V functional and the def2-TZVPD basis

Values from the calculation:
* frontier orbital gap: 6.891 eV
* lowest unoccupied orbital energy: 2.36 eV
* E: -3228.90964 Eh

```
! wB97M-V def2-TZVPD RIJCOSX def2/J DEFGRID3
* xyz -1 1
Cd 0.33 0.69 0.04
C 3.23 2.22 2.68
O 1.86 2.20 2.34
C 1.26 3.39 2.12
C 1.89 4.62 2.26
C 1.17 5.80 2.05
C -0.17 5.75 1.71
C -0.80 4.51 1.57
C -0.10 3.34 1.77
N -0.64 2.04 1.62
N -1.90 1.98 1.76
C -2.50 0.76 1.78
C -1.77 -0.46 1.97
O -0.51 -0.54 1.99
C -2.56 -1.66 2.23
C -3.90 -1.66 2.16
C -4.65 -0.46 1.88
C -6.05 -0.48 1.78
C -6.76 0.68 1.53
C -6.06 1.89 1.38
C -4.69 1.92 1.45
C -3.94 0.75 1.72
H 3.40 2.76 3.62
H 3.52 1.18 2.81
H 3.82 2.68 1.88
H 2.93 4.68 2.53
H 1.67 6.75 2.16
H -0.73 6.66 1.55
H -1.84 4.44 1.29
H -2.00 -2.56 2.45
H -4.46 -2.58 2.31
H -6.57 -1.42 1.90
H -7.84 0.65 1.45
H -6.61 2.80 1.18
H -4.16 2.85 1.31
C -0.41 4.10 -3.13
C 0.02 3.24 -1.98
N -0.78 2.52 -1.30
O -2.10 2.60 -1.68
C 1.45 3.22 -1.57
C 2.40 4.23 -2.13
N 1.83 2.32 -0.72
O 3.08 2.32 -0.31
H -1.42 3.85 -3.43
H 0.27 3.96 -3.98
H -0.38 5.16 -2.85
H -2.44 1.76 -1.33
H 2.01 5.25 -2.01
H 2.58 4.06 -3.19
H 3.34 4.15 -1.59
C 3.55 -2.14 3.24
S 1.76 -1.80 3.26
C 1.37 -2.99 1.94
O 1.29 -2.43 4.54
H 3.70 -3.20 3.43
H 4.01 -1.54 4.03
H 3.94 -1.85 2.26
H 2.27 -3.30 1.41
H 0.67 -2.52 1.25
H 0.91 -3.84 2.44
F -0.12 -5.88 0.07
C -0.61 -5.24 -1.00
C -1.40 -4.17 -0.85
N -1.96 -3.50 -1.91
C -2.52 -2.16 -1.69
C -1.54 -1.18 -1.04
O -1.92 0.01 -0.99
O -0.47 -1.62 -0.56
C -1.74 -3.92 -3.21
O -2.22 -3.39 -4.19
N -0.93 -5.04 -3.31
C -0.25 -5.73 -2.31
O 0.53 -6.62 -2.57
H -1.66 -3.81 0.14
H -3.39 -2.23 -1.04
H -2.82 -1.76 -2.65
H -0.73 -5.33 -4.26
C 2.10 -3.37 -3.88
N 2.48 -2.60 -2.71
C 3.59 -2.93 -2.01
C 4.04 -2.16 -1.00
C 3.29 -0.97 -0.70
N 2.14 -0.71 -1.30
C 1.70 -1.46 -2.36
O 0.71 -1.21 -3.01
N 3.73 -0.10 0.23
H 2.75 -3.14 -4.72
H 1.08 -3.09 -4.15
H 2.15 -4.44 -3.66
H 4.09 -3.83 -2.32
H 4.94 -2.41 -0.46
H 4.68 -0.24 0.53
H 3.45 0.92 0.07
*
```

=====

Molecular formula: C34H37Cl2HfN6S2
Method: DFT, the ωB97M-V functional and the def2-TZVPD basis

Values from the calculation:
* energy relative to the best compared isomer or geometry (same formula, charge and spin): 9.4 kcal/mol
* frontier orbital gap: 7.013 eV
* lowest unoccupied orbital energy: -2.63 eV
* E: -3411.04715 Eh

```
! wB97M-V def2-TZVPD RIJCOSX def2/J DEFGRID3
* xyz 1 1
Hf -0.26 0.44 -0.52
C -2.38 2.45 2.14
C -3.45 1.35 2.07
C -3.23 0.36 0.91
N -1.84 -0.06 0.89
C -1.45 -0.85 1.88
C -2.35 -1.61 2.67
C -2.23 -2.21 3.90
C -1.16 -2.14 4.79
C 0.09 -1.63 4.51
C 0.61 -1.19 3.31
C 0.01 -0.95 2.06
N 0.72 -0.69 0.96
C 2.15 -0.89 0.98
C 2.71 -0.74 -0.43
C 2.84 0.73 -0.82
N 1.62 1.45 -0.52
C 1.64 2.71 -0.10
C 2.78 3.33 0.45
C 3.09 4.64 0.76
C 2.37 5.78 0.48
C 1.08 5.82 -0.03
C 0.19 4.78 -0.25
C 0.33 3.38 -0.20
N -0.71 2.54 -0.37
C -2.06 3.10 -0.33
C -2.49 3.54 1.08
H -1.39 2.00 2.10
H -2.47 2.93 3.12
H -4.44 1.80 1.98
H -3.41 0.79 3.00
H -3.50 0.82 -0.03
H -3.92 -0.48 1.02
H -3.31 -1.75 2.21
H -3.11 -2.73 4.24
H -1.34 -2.53 5.78
H 0.79 -1.62 5.34
H 1.66 -0.93 3.36
H 2.37 -1.90 1.35
H 2.65 -0.17 1.64
H 2.05 -1.24 -1.13
H 3.70 -1.20 -0.48
H 3.02 0.80 -1.90
H 3.72 1.15 -0.31
H 3.57 2.64 0.71
H 4.06 4.78 1.22
H 2.85 6.73 0.67
H 0.68 6.80 -0.22
H -0.78 5.13 -0.56
H -2.75 2.34 -0.69
H -2.17 3.94 -1.02
H -3.52 3.89 1.03
H -1.86 4.38 1.39
Cl -2.38 0.38 -2.23
C -1.82 0.61 -3.85
C -2.70 1.02 -4.83
C -2.23 1.23 -6.12
C -0.89 1.01 -6.41
C -0.03 0.58 -5.42
Cl 1.62 0.30 -5.78
C -0.47 0.38 -4.10
S 0.63 -0.18 -2.89
H -3.75 1.18 -4.59
H -2.90 1.56 -6.90
H -0.52 1.17 -7.41
C 3.04 -4.86 -2.12
C 1.97 -4.61 -1.13
C 1.89 -5.21 0.10
C 0.83 -4.85 0.96
N -0.05 -3.94 0.62
C 0.00 -3.36 -0.58
S -1.17 -2.30 -1.10
N 1.02 -3.70 -1.45
C 0.67 -5.47 2.30
H 3.60 -5.76 -1.88
H 3.73 -4.02 -2.14
H 2.63 -4.95 -3.13
H 2.62 -5.95 0.40
H 1.01 -3.25 -2.36
H 1.10 -6.46 2.34
H -0.38 -5.50 2.57
H 1.16 -4.84 3.05
*
```

=====

Molecular formula: C34H37F3GeHgN4O2S
Method: DFT, the ωB97M-V functional and the def2-TZVPD basis

Values from the calculation:
* energy relative to the best compared isomer or geometry (same formula, charge and spin): 24.8 kcal/mol
* frontier orbital gap (alpha / beta): 7.123 / 6.165 eV
* lowest unoccupied orbital energy (alpha / beta): 2.40 / 1.09 eV
* E: -4615.49585 Eh

```
! wB97M-V def2-TZVPD RIJCOSX def2/J DEFGRID3
* xyz -1 2
Hg 0.01 -0.30 -0.11
O 3.78 1.42 -1.90
C 2.65 1.31 -1.41
O 1.93 0.24 -1.38
C 2.09 2.57 -0.76
C 2.97 3.61 -0.49
C 2.49 4.76 0.10
C 1.13 4.85 0.38
C 0.32 3.77 0.08
N 0.79 2.63 -0.46
H 4.01 3.48 -0.76
H 3.15 5.58 0.34
H 0.70 5.73 0.83
H -0.74 3.81 0.27
C -2.81 -2.80 4.02
C -2.24 -3.66 2.89
C -1.10 -2.96 2.16
C -0.53 -3.77 0.97
Ge 0.84 -2.81 -0.02
C 2.57 -3.01 0.85
C 2.56 -2.69 2.37
C 2.24 -3.90 3.24
C 2.05 -3.54 4.71
H -3.63 -3.31 4.55
H -3.22 -1.86 3.61
H -2.04 -2.53 4.75
H -3.02 -3.89 2.17
H -1.88 -4.62 3.30
H -0.30 -2.73 2.89
H -1.46 -1.99 1.81
H -1.33 -4.02 0.26
H -0.07 -4.71 1.31
H 0.98 -3.44 -1.43
H 3.28 -2.38 0.29
H 2.87 -4.05 0.66
H 1.82 -1.91 2.59
H 3.53 -2.28 2.68
H 3.04 -4.64 3.13
H 1.32 -4.38 2.86
H 2.96 -3.07 5.12
H 1.83 -4.42 5.33
H 1.23 -2.83 4.84
F -5.77 4.21 1.43
C -5.62 3.67 0.20
F -5.46 4.68 -0.69
F -6.76 3.02 -0.11
C -4.45 2.75 0.16
C -3.75 2.44 1.30
C -2.66 1.59 1.18
N -2.28 1.06 0.02
C -2.99 1.35 -1.08
C -4.08 2.20 -1.06
H -4.03 2.85 2.26
H -2.05 1.31 2.04
H -2.67 0.86 -2.00
H -4.63 2.42 -1.97
N 0.01 0.11 2.06
C 0.86 0.44 2.94
C 2.28 0.96 2.70
C 3.11 0.42 1.72
C 4.39 0.94 1.49
C 4.84 2.02 2.25
C 4.02 2.57 3.23
C 2.76 2.04 3.46
C 0.42 0.30 4.41
C 1.31 -0.17 5.38
C 0.87 -0.44 6.68
C -0.46 -0.21 7.03
C -1.35 0.27 6.07
C -0.91 0.51 4.77
H 2.75 -0.40 1.11
H 5.00 0.52 0.70
H 5.83 2.43 2.06
H 4.37 3.41 3.81
H 2.13 2.47 4.22
H 2.34 -0.35 5.11
H 1.57 -0.82 7.42
H -0.80 -0.42 8.04
H -2.39 0.44 6.33
H -1.60 0.86 4.01
S -4.15 -2.61 -0.53
C -2.70 -1.97 -0.97
N -1.65 -1.51 -1.24
*
```

=====

Molecular formula: C34H37FN2O5S
Method: DFT, the ωB97M-V functional and the def2-TZVPD basis

Values from the calculation:
* energy relative to the best compared isomer or geometry (same formula, charge and spin): 0.0 kcal/mol
* frontier orbital gap: 4.826 eV
* lowest unoccupied orbital energy: -1.78 eV
* E: -2301.46676 Eh

```
! wB97M-V def2-TZVPD RIJCOSX def2/J DEFGRID3
* xyz 0 1
C 3.67 -3.04 -3.54
N 2.43 -2.52 -3.03
C 1.23 -2.99 -3.48
O 1.06 -3.82 -4.37
C 0.13 -2.33 -2.65
C -0.72 -3.35 -1.90
C 0.13 -4.21 -0.99
C 0.84 -5.29 -1.52
C 1.67 -6.06 -0.70
C 1.76 -5.77 0.66
C 1.02 -4.71 1.21
C 0.19 -3.94 0.38
N 0.89 -1.45 -1.77
C 0.27 -0.60 -0.93
C 0.90 0.16 0.04
C 0.23 1.04 0.88
C 0.89 1.66 2.00
C 0.14 2.11 3.12
C 0.74 2.76 4.19
C 2.13 2.95 4.21
C 2.91 2.44 3.16
C 2.31 1.79 2.08
C 2.35 -1.61 -1.89
C 3.03 -2.25 -0.64
C 4.45 -1.71 -0.63
C 4.54 -0.55 -1.65
C 3.14 -0.31 -2.21
H 3.45 -3.63 -4.44
H 4.34 -2.21 -3.80
H 4.17 -3.69 -2.81
H -0.49 -1.73 -3.33
H -1.49 -2.81 -1.33
H -1.20 -3.98 -2.67
H 0.74 -5.53 -2.58
H 2.23 -6.89 -1.13
H 2.42 -6.36 1.30
H 1.07 -4.49 2.27
H -0.41 -3.13 0.80
H -0.82 -0.52 -1.04
H 1.98 0.03 0.17
H -0.84 1.15 0.75
H -0.93 1.93 3.11
H 0.13 3.13 5.01
H 2.61 3.47 5.04
H 4.00 2.55 3.19
H 2.94 1.42 1.27
H 2.47 -1.96 0.25
H 2.97 -3.34 -0.72
H 4.73 -1.36 0.37
H 5.16 -2.51 -0.90
H 4.93 0.35 -1.16
H 5.24 -0.81 -2.45
H 3.13 -0.13 -3.29
H 2.65 0.53 -1.72
C -4.30 3.67 -3.65
C -3.63 2.46 -3.06
O -3.09 2.86 -1.77
C -2.66 1.84 -1.00
C -2.52 2.28 0.43
F -2.87 1.26 1.28
S -3.61 3.77 0.78
C -3.84 3.76 2.56
C -5.11 3.52 3.11
C -5.22 3.30 4.48
C -4.08 3.34 5.29
C -2.84 3.69 4.75
C -2.73 3.94 3.38
O -2.85 4.93 0.39
O -4.94 3.49 0.27
O -2.52 0.68 -1.39
H -4.70 3.43 -4.63
H -5.14 3.99 -3.02
H -3.61 4.51 -3.76
H -4.35 1.65 -2.93
H -2.80 2.12 -3.69
H -5.98 3.49 2.46
H -6.20 3.07 4.90
H -4.16 3.12 6.36
H -1.95 3.77 5.37
H -1.78 4.23 2.92
*
```